Entry 1:
{"formula": "C4H4N2O2", "method": "ωB97M-V/def2-TZVPD", "e_above_lowest_kj_mol": 573.8, "e_homo_ev": -8.722, "multiplicity": 1, "charge": 0, "homo_lumo_gap_ev": 9.212, "symbols": ["C", "C", "C", "C", "H", "H", "H", "H", "N", "N", "O", "O"], "coordinates": [[-1.003, 0.193, -0.044], [0.973, 0.916, -0.275], [1.653, -0.851, 0.237], [0.345, -0.223, -0.336], [-2.217, -1.240, -0.652], [-2.944, 0.189, -0.027], [2.068, -1.293, -0.535], [1.723, -1.261, 1.265], [-2.172, -0.508, 0.105], [0.395, 2.056, 0.010], [-1.010, 1.502, 0.223], [2.189, 0.521, 0.029]], "atomic_forces_ev_per_a": [[2.5, -0.4, 0.9], [0.8, 4.9, 1.4], [-2.3, 2.6, 1.2], [-5.5, -3.6, 0.8], [-0.1, 1.0, 1.4], [0.6, -1.2, 0.4], [2.4, -3.6, -2.8], [-0.1, 0.5, -0.8], [-0.8, 0.5, -1.9], [-1.3, -0.4, 0.1], [0.6, -0.3, -1.8], [3.2, -0.1, 1.1]]}

***

Entry 2:
{"formula": "C10H22O3Si", "method": "ωB97M-V/def2-TZVPD", "e_above_lowest_kj_mol": 153.3, "e_homo_ev": -8.557, "multiplicity": 1, "smiles": "CC(C)(C)[Si](C)(C)OCCCC(=O)O", "charge": 0, "homo_lumo_gap_ev": 9.161, "symbols": ["O", "O", "O", "C", "C", "C", "C", "C", "C", "C", "C", "C", "C", "Si", "H", "H", "H", "H", "H", "H", "H", "H", "H", "H", "H", "H", "H", "H", "H", "H", "H", "H", "H", "H", "H", "H"], "coordinates": [[-1.455, 1.261, 2.742], [-3.136, 0.000, 3.493], [-0.777, 0.664, -1.004], [-2.635, 0.958, 2.694], [2.202, -1.408, -2.507], [2.400, -1.741, -0.074], [0.184, -2.302, -1.331], [-1.918, 0.434, -0.131], [-3.419, 1.618, 1.590], [-2.530, 1.753, 0.335], [1.139, 0.565, 1.324], [1.970, 1.557, -1.522], [1.464, -1.436, -1.193], [0.895, 0.387, -0.544], [-2.431, -0.212, 4.166], [2.229, -2.390, -2.929], [1.621, -0.807, -3.183], [3.256, -1.014, -2.382], [3.042, -0.883, 0.118], [3.134, -2.571, -0.221], [1.832, -1.921, 0.853], [0.511, -3.334, -1.380], [-0.499, -2.040, -2.113], [-0.431, -2.166, -0.325], [-1.549, -0.186, 0.682], [-2.582, -0.273, -0.634], [-3.846, 2.638, 1.900], [-4.313, 1.101, 1.377], [-1.662, 2.434, 0.657], [-3.049, 2.216, -0.474], [0.921, -0.384, 1.900], [0.470, 1.355, 1.591], [2.214, 0.840, 1.484], [2.970, 1.238, -1.319], [1.990, 2.598, -1.061], [1.788, 1.450, -2.578]], "atomic_forces_ev_per_a": [[-0.7, -0.3, 1.1], [0.1, 0.3, 0.5], [0.9, 0.0, 0.8], [2.2, 0.7, -0.5], [0.8, 1.0, 0.4], [0.7, -1.5, 1.1], [0.2, 0.4, 3.6], [1.5, -0.5, -0.5], [-0.9, 1.2, 0.1], [1.8, 0.4, 1.5], [0.8, -1.2, -0.5], [-0.3, 1.3, 1.8], [-1.7, 2.0, 0.1], [-1.4, -1.1, -1.3], [-0.8, 0.3, -1.0], [0.3, -0.9, -0.3], [0.1, 0.4, -0.7], [-1.2, -0.3, -0.4], [0.1, 0.2, 0.1], [-0.7, 0.1, -0.1], [0.4, -0.2, -0.2], [-0.3, -0.5, -0.2], [0.0, 0.3, -0.6], [1.0, -0.5, -1.9], [-0.1, 0.3, 0.7], [-0.4, 0.5, -0.4], [1.1, -1.3, -0.1], [-1.1, -1.1, -0.3], [-1.2, -1.0, -0.8], [-0.5, 0.4, -0.5], [0.1, 1.3, -0.6], [-0.2, 0.5, 0.7], [-1.0, -0.1, 0.1], [0.9, -0.5, -0.1], [-0.5, -1.0, -1.2], [-0.1, 0.6, -0.3]]}

***

Entry 3:
{"formula": "C2H4N2O2", "method": "ωB97M-V/def2-TZVPD", "e_above_lowest_kj_mol": 405.4, "e_homo_ev": -9.859, "multiplicity": 1, "smiles": "[H]/N=C\\N(O)C=O", "charge": 0, "homo_lumo_gap_ev": 10.551, "symbols": ["C", "C", "H", "H", "H", "H", "N", "N", "O", "O"], "coordinates": [[1.496, -0.348, -0.080], [-0.694, 0.486, -1.051], [-1.540, 0.229, 0.622], [2.124, 0.260, -0.986], [1.096, -1.326, 1.645], [-0.134, 0.627, -2.004], [0.113, 0.175, -0.071], [1.845, -1.022, 0.929], [-0.621, -0.086, 1.063], [-1.886, 0.750, -0.875]], "atomic_forces_ev_per_a": [[-1.1, 2.0, 0.2], [0.4, 1.7, -2.8], [1.2, -0.7, 1.4], [-1.4, -2.4, 2.7], [1.2, 1.1, -1.9], [-0.7, -0.1, 0.2], [1.3, -1.3, 1.1], [0.1, -0.3, -0.5], [-1.5, 0.6, -0.4], [0.4, -0.6, 0.0]]}